{"formula": "C4H9FSi", "method": "wB97M-V/def2-TZVPD", "species": ["C", "C", "C", "C", "F", "Si", "H", "H", "H", "H", "H", "H", "H", "H", "H"], "xyz": [[-0.569, -0.691, 0.216], [-0.519, 0.223, -0.687], [-1.427, 0.265, -1.952], [0.504, 1.307, -0.657], [1.263, -2.481, 3.372], [1.265, -1.055, 2.643], [-1.268, -1.548, 0.447], [-2.010, 1.165, -2.131], [-0.967, 0.243, -2.944], [-1.981, -0.606, -1.944], [1.196, 0.950, -1.433], [1.136, 1.393, 0.311], [0.211, 2.307, -0.888], [2.525, -1.128, 1.887], [0.642, -0.344, 3.757]], "e_tot_ev": -14885.45226, "mol_weight_da": 104.20, "gap_ev": [7.93, 7.65], "spin_multiplicity": 1, "homo_energy_ev": [-8.11, -7.72], "de_lowest_ev": 4.002}

=====

{"formula": "C4H8O2Se", "method": "wB97M-V/def2-TZVPD", "species": ["O", "C", "C", "Se", "C", "C", "O", "H", "H", "H", "H", "H", "H", "H", "H"], "xyz": [[0.528, -1.497, -1.045], [0.143, -0.194, -0.849], [1.320, 0.524, -0.123], [0.997, 0.851, 1.719], [-0.558, -0.357, 1.399], [-1.057, 0.063, 0.048], [-1.511, 1.404, -0.039], [0.230, -1.925, -1.811], [-0.081, 0.393, -1.771], [2.132, -0.203, -0.240], [1.736, 1.392, -0.661], [-1.165, -0.295, 2.255], [-0.142, -1.386, 1.263], [-1.910, -0.653, -0.174], [-0.662, 1.883, 0.028]], "e_tot_ev": -73717.86041, "mol_weight_da": 167.07, "smiles": "O[C@@H]1C[Se]C[C@H]1O", "gap_ev": 9.02, "spin_multiplicity": 1, "homo_energy_ev": -8.40, "de_lowest_ev": 0.734}

=====

{"formula": "C21H21IrN2O3S4", "method": "wB97M-V/def2-TZVPD", "species": ["Ir", "C", "C", "N", "N", "C", "S", "S", "C", "C", "C", "C", "C", "C", "C", "C", "C", "C", "C", "C", "C", "O", "H", "H", "H", "H", "H", "H", "H", "H", "H", "H", "H", "H", "H", "H", "C", "C", "S", "C", "C", "S", "H", "H", "H", "H", "H", "H", "O", "C", "O", "H"], "xyz": [[0.471, 0.327, 0.007], [0.054, 1.425, -3.622], [-0.149, 0.184, -2.820], [0.843, -0.257, -2.059], [0.954, -1.655, -2.161], [1.534, -2.252, -1.188], [2.068, -1.493, 0.253], [1.769, -4.010, -1.428], [-0.001, -4.481, -1.502], [-0.373, -5.143, -2.797], [-0.197, -6.509, -2.991], [-0.532, -7.102, -4.201], [-1.054, -6.332, -5.230], [-1.236, -4.968, -5.042], [-0.896, -4.377, -3.836], [-1.367, -0.568, -2.854], [-2.195, -0.682, -3.982], [-3.345, -1.433, -3.954], [-3.701, -2.074, -2.753], [-2.952, -1.933, -1.615], [-1.764, -1.147, -1.601], [-1.158, -0.960, -0.482], [0.939, 1.955, -3.278], [-0.814, 2.083, -3.618], [0.235, 1.098, -4.653], [-0.557, -3.553, -1.394], [-0.224, -5.117, -0.645], [0.207, -7.113, -2.186], [-0.389, -8.167, -4.338], [-1.319, -6.793, -6.174], [-1.646, -4.359, -5.839], [-1.028, -3.310, -3.689], [-1.888, -0.194, -4.901], [-3.959, -1.545, -4.838], [-4.595, -2.687, -2.725], [-3.240, -2.404, -0.684], [2.678, 4.130, 1.402], [1.751, 3.117, 0.788], [2.136, 1.481, 1.023], [0.647, 3.503, 0.060], [0.329, 4.951, -0.182], [-0.374, 2.364, -0.673], [3.518, 3.640, 1.890], [2.160, 4.738, 2.149], [3.075, 4.812, 0.645], [0.276, 5.506, 0.758], [-0.631, 5.057, -0.685], [1.092, 5.431, -0.803], [-0.075, -1.003, 2.644], [-0.748, 0.009, 2.614], [-0.752, 0.908, 1.668], [-1.433, 0.246, 3.446]], "e_tot_ev": -77422.58601, "mol_weight_da": 669.90, "s2": 0.763, "gap_ev": [6.57, 5.78], "total_charge": -1, "spin_multiplicity": 2, "homo_energy_ev": [-4.30, -4.33], "de_lowest_ev": 2.740}

=====

{"formula": "C2H5N3OS2", "method": "wB97M-V/def2-TZVPD", "species": ["O", "N", "C", "S", "N", "C", "N", "S", "H", "H", "H", "H", "H"], "xyz": [[1.811, 0.974, 2.378], [1.185, 0.654, 1.202], [0.022, -0.046, 1.215], [-0.724, -0.490, 2.648], [-0.478, -0.349, -0.002], [-0.236, 0.394, -1.175], [-0.617, 0.102, -2.344], [-1.396, -1.401, -2.583], [1.304, 0.456, 3.051], [1.864, 0.429, 0.463], [-1.297, -0.936, 0.026], [0.307, 1.357, -1.023], [-1.745, -1.145, -3.854]], "e_tot_ev": -30341.32163, "mol_weight_da": 151.22, "smiles": "ONC(=S)N/C=N\\S", "gap_ev": 9.25, "spin_multiplicity": 1, "homo_energy_ev": -9.02, "de_lowest_ev": 1.947}

=====

{"formula": "C42H98ClO25", "method": "wB97M-V/def2-TZVPD", "species": ["Cl", "O", "O", "O", "O", "C", "O", "C", "C", "O", "C", "C", "O", "C", "H", "H", "H", "H", "H", "H", "H", "H", "H", "H", "H", "H", "H", "H", "C", "O", "C", "C", "O", "C", "C", "O", "C", "H", "H", "H", "H", "H", "H", "H", "H", "H", "H", "H", "H", "H", "H", "C", "O", "C", "C", "O", "C", "C", "O", "C", "H", "H", "H", "H", "H", "H", "H", "H", "H", "H", "H", "H", "H", "H", "C", "O", "C", "C", "O", "C", "C", "O", "C", "H", "H", "H", "H", "H", "H", "H", "H", "H", "H", "H", "H", "H", "H", "C", "O", "C", "C", "O", "C", "C", "O", "C", "H", "H", "H", "H", "H", "H", "H", "H", "H", "H", "H", "H", "H", "H", "C", "O", "C", "C", "O", "C", "C", "O", "C", "H", "H", "H", "H", "H", "H", "H", "H", "H", "H", "H", "H", "H", "H", "C", "O", "C", "C", "O", "C", "C", "O", "C", "H", "H", "H", "H", "H", "H", "H", "H", "H", "H", "H", "H", "H", "H"], "xyz": [[18.333, 13.258, 14.457], [18.885, 11.952, 14.275], [17.733, 13.271, 15.777], [19.337, 14.285, 14.365], [17.276, 13.482, 13.540], [15.524, 8.033, 20.943], [16.448, 9.066, 20.660], [17.796, 8.608, 20.665], [18.805, 9.779, 20.673], [18.342, 10.926, 19.994], [18.341, 10.925, 18.602], [19.619, 10.474, 17.830], [20.774, 11.005, 18.474], [21.976, 10.334, 18.133], [15.547, 7.206, 20.233], [14.508, 8.344, 20.704], [15.522, 7.722, 21.987], [17.975, 7.854, 19.899], [17.941, 8.121, 21.629], [19.798, 9.557, 20.282], [18.948, 10.022, 21.726], [17.997, 11.904, 18.271], [17.524, 10.284, 18.272], [19.555, 10.779, 16.786], [19.723, 9.390, 17.778], [22.067, 9.401, 18.690], [22.853, 10.956, 18.315], [22.067, 10.094, 17.074], [24.025, 19.826, 19.640], [23.989, 18.343, 19.476], [25.174, 17.893, 18.772], [24.996, 16.489, 18.032], [23.711, 15.944, 18.341], [23.589, 14.642, 17.718], [22.127, 14.602, 17.187], [21.356, 15.057, 18.267], [20.002, 14.639, 18.001], [24.782, 20.136, 20.361], [23.088, 20.181, 20.069], [24.193, 20.266, 18.657], [25.999, 17.930, 19.484], [25.432, 18.668, 18.050], [25.958, 15.988, 18.139], [24.986, 16.773, 16.980], [23.761, 13.847, 18.443], [24.253, 14.537, 16.860], [21.916, 13.553, 16.978], [21.900, 15.144, 16.269], [19.928, 13.561, 17.858], [19.632, 15.169, 17.123], [19.262, 14.784, 18.788], [10.802, 14.640, 10.845], [11.846, 15.146, 10.047], [12.132, 16.527, 10.417], [13.299, 16.477, 11.473], [13.248, 15.392, 12.411], [14.239, 15.548, 13.503], [14.098, 14.584, 14.675], [12.912, 14.823, 15.486], [12.892, 13.917, 16.571], [11.137, 14.425, 11.860], [10.526, 13.673, 10.425], [9.885, 15.230, 10.843], [11.281, 17.138, 10.720], [12.421, 17.078, 9.522], [13.382, 17.399, 12.048], [14.273, 16.364, 10.997], [14.245, 16.594, 13.812], [15.219, 15.317, 13.086], [15.035, 14.640, 15.229], [14.044, 13.528, 14.413], [12.540, 12.932, 16.267], [12.301, 14.327, 17.390], [13.886, 13.710, 16.968], [17.297, 15.875, 9.331], [17.181, 14.484, 9.342], [16.065, 13.896, 8.632], [15.855, 12.403, 8.842], [15.894, 11.893, 10.156], [14.960, 12.477, 11.058], [13.459, 12.132, 10.806], [13.182, 10.676, 10.750], [11.800, 10.375, 10.380], [18.144, 16.127, 9.969], [16.402, 16.372, 9.706], [17.538, 16.207, 8.322], [16.177, 14.087, 7.565], [15.110, 14.297, 8.971], [16.541, 11.846, 8.204], [14.869, 12.164, 8.442], [15.089, 13.546, 11.222], [15.295, 12.049, 12.003], [13.180, 12.594, 9.859], [12.849, 12.671, 11.531], [11.575, 9.381, 9.992], [11.523, 11.042, 9.564], [11.111, 10.525, 11.211], [16.409, 15.132, 18.371], [17.154, 15.623, 19.480], [17.679, 16.916, 19.267], [18.637, 17.272, 20.497], [19.763, 16.379, 20.636], [19.404, 15.444, 21.683], [20.695, 14.693, 22.005], [21.362, 14.456, 20.796], [21.360, 13.043, 20.516], [15.924, 14.197, 18.652], [16.966, 14.960, 17.450], [15.567, 15.746, 18.051], [16.928, 17.684, 19.084], [18.356, 16.857, 18.415], [18.055, 17.391, 21.411], [19.069, 18.219, 20.173], [18.723, 14.675, 21.319], [18.997, 15.821, 22.621], [20.386, 13.813, 22.569], [21.370, 15.198, 22.695], [21.876, 12.970, 19.559], [20.328, 12.705, 20.413], [21.892, 12.536, 21.321], [21.241, 16.614, 11.541], [22.491, 16.829, 12.182], [22.269, 17.227, 13.585], [23.692, 17.188, 14.179], [24.031, 15.873, 14.592], [24.377, 15.015, 13.584], [24.635, 13.547, 14.032], [23.546, 12.978, 14.764], [22.348, 12.809, 14.064], [20.483, 16.290, 12.254], [21.226, 15.954, 10.674], [20.796, 17.547, 11.196], [21.614, 16.552, 14.136], [21.938, 18.266, 13.595], [23.759, 17.902, 15.000], [24.393, 17.484, 13.399], [25.303, 15.391, 13.148], [23.647, 14.905, 12.782], [25.526, 13.586, 14.658], [24.849, 12.901, 13.180], [21.946, 13.768, 13.736], [21.596, 12.274, 14.644], [22.498, 12.177, 13.189], [15.510, 10.916, 15.665], [14.434, 9.974, 15.895], [13.526, 9.947, 14.837], [12.282, 9.132, 15.195], [11.406, 9.694, 16.156], [11.892, 9.414, 17.538], [11.874, 7.973, 18.003], [10.672, 7.476, 18.508], [9.593, 7.448, 17.527], [15.964, 10.780, 14.683], [16.299, 10.833, 16.412], [15.187, 11.952, 15.772], [14.023, 9.553, 13.951], [13.164, 10.926, 14.523], [12.418, 8.063, 15.359], [11.631, 9.037, 14.326], [11.263, 9.891, 18.289], [12.892, 9.828, 17.665], [12.537, 7.966, 18.868], [12.310, 7.295, 17.269], [9.839, 6.755, 16.722], [9.307, 8.447, 17.198], [8.666, 7.131, 18.005]], "e_tot_ev": -108832.01322, "mol_weight_da": 1038.67, "gap_ev": 8.57, "total_charge": -1, "spin_multiplicity": 1, "homo_energy_ev": -6.28}